No. 1
Here is a cluster of 2 separate species, C5H13O2S in total in a non-equilibrium geometry from OMol25. Energies are from ωB97M-V/def2-TZVPD.

Properties
LUMO energy: 0.118 Eh
HOMO-LUMO gap: 6.7 eV
maximum force: 1.40 eV/A

```
! wB97M-V def2-TZVPD RIJCOSX def2/J DEFGRID3
* xyz -1 1
C 1.564 1.804 -0.332
O 1.645 1.871 1.046
C 1.256 0.424 -0.956
C -0.032 0.423 -1.807
C -1.272 0.193 -0.956
S -1.702 -1.584 -0.712
C -0.811 -2.086 0.753
H 2.512 2.163 -0.764
H 0.792 2.508 -0.688
H 1.202 -0.348 -0.170
H 2.085 0.143 -1.613
H -0.113 1.438 -2.187
H 0.034 -0.237 -2.665
H -2.186 0.556 -1.396
H -1.128 0.677 0.015
H -1.383 -2.770 1.375
H -0.561 -1.239 1.395
H 0.129 -2.582 0.531
H 1.653 0.429 3.348
H 1.107 1.097 2.024
O 0.782 0.525 2.903
*
```

Here are the natural (NBO) charges for atoms 1 to 2, given in e: atom 1 (C): -0.024, atom 2 (O): -0.929

***

No. 2
Here is a cluster of 2 separate species, CH3Cl2OP in total in a non-equilibrium geometry from OMol25. Energies are from ωB97M-V/def2-TZVPD.

Properties
<S²>: 2.008
LUMO energy (alpha / beta): 0.016 / -0.117 Eh
HOMO-LUMO gap (alpha / beta): 7.3 / 8.1 eV
maximum force: 6.29 eV/A

```
! wB97M-V def2-TZVPD RIJCOSX def2/J DEFGRID3
* xyz 0 3
C -1.966 0.574 -0.158
O 0.754 -0.152 -0.129
P -0.663 -0.430 0.110
Cl 4.477 0.343 0.055
Cl -1.069 -2.377 0.151
H 3.203 0.210 0.008
H -2.942 0.201 0.090
H -1.794 1.633 -0.127
*
```

Here are the natural (NBO) charges for atoms 1 to 2, given in e: atom 1 (C): -0.674, atom 2 (O): -0.974

***

No. 3
Here is a cluster of 40 separate species, H80O40 in total in a non-equilibrium geometry from OMol25. Energies are from ωB97M-V/def2-TZVPD.

Properties
LUMO energy: -0.028 Eh
HOMO-LUMO gap: 9.5 eV
maximum force: 2.83 eV/A

```
! wB97M-V def2-TZVPD RIJCOSX def2/J DEFGRID3
* xyz 0 1
H 1.392 4.989 3.268
H 0.707 5.800 2.291
O 0.527 5.300 3.089
H 0.475 -3.087 -1.443
H 0.012 -4.253 -0.487
O 0.585 -3.995 -1.209
H 1.413 -0.920 1.360
H 2.557 0.047 1.271
O 1.999 -0.436 1.916
H 2.439 0.495 -5.181
H 1.418 -0.124 -4.282
O 1.816 0.743 -4.478
H 3.329 5.160 -1.645
H 2.179 4.972 -2.665
O 2.492 5.525 -1.950
H -0.933 3.909 1.853
O -0.670 3.103 1.417
H 0.224 -3.772 -4.456
O -0.642 -3.701 -4.873
H -2.246 -1.889 2.477
H -3.447 -2.764 2.585
O -2.493 -2.784 2.757
H -6.817 -1.190 -1.779
H -5.865 -2.229 -1.452
O -5.890 -1.394 -1.941
H -2.459 -0.384 -2.672
H -1.210 0.352 -2.777
O -1.620 -0.444 -3.157
H 5.137 2.944 2.492
H 5.684 2.042 1.552
O 5.438 2.975 1.598
H -2.565 -0.421 5.080
O -3.360 -0.082 4.635
H -1.984 -3.248 -1.953
H -1.426 -2.066 -2.771
O -1.250 -2.994 -2.521
H -1.828 0.478 2.835
H -1.100 1.455 1.962
O -1.079 0.522 2.221
H 3.418 3.531 4.065
H 4.444 2.370 4.593
O 3.974 2.792 3.865
H 3.902 1.086 1.747
H 3.508 2.038 0.590
O 3.891 1.157 0.783
H -4.264 -2.208 -3.973
H -3.195 -1.225 -4.503
O -3.324 -2.039 -4.015
H 2.574 0.007 -3.055
H 2.915 -0.211 -1.555
O 2.216 -0.348 -2.206
H 1.479 3.322 -0.027
O 1.653 2.361 -0.153
H 0.183 -0.850 -6.335
H 0.121 -2.461 -6.284
O 0.388 -1.673 -6.767
H -2.746 -1.568 -0.856
O -3.437 -2.215 -0.749
H -4.955 0.354 -2.363
H -3.549 1.096 -1.947
O -4.366 0.667 -1.676
H 0.430 5.838 -0.448
H -0.174 6.052 -1.714
O -0.435 6.116 -0.784
H 1.834 1.706 3.128
H 0.604 0.910 2.954
O 0.877 1.846 3.193
H 4.684 -2.595 -1.530
H 4.675 -2.175 -2.952
O 5.181 -2.735 -2.351
H 2.905 4.130 0.717
H 2.991 5.449 1.371
O 2.338 4.887 0.927
H 2.213 -5.226 -0.071
H 1.057 -5.430 0.851
O 1.976 -5.147 0.862
H -3.137 1.676 -5.523
H -2.767 0.675 -4.576
O -3.451 0.799 -5.252
H -0.652 0.514 0.120
H -2.081 0.555 -0.008
O -1.315 0.346 -0.569
H -4.885 0.655 2.595
H -4.372 -0.017 1.211
O -4.414 0.763 1.766
H -1.313 -2.505 4.930
H -2.392 -2.703 5.902
O -1.747 -2.033 5.660
H 1.938 -1.847 -0.581
O 2.627 -2.156 0.017
H 1.282 -2.995 -2.942
H 2.491 -3.693 -3.269
O 2.001 -2.922 -3.592
H 0.853 2.302 -0.701
H 0.106 2.810 1.977
H -4.180 -1.594 -0.864
H -1.279 -3.237 -4.286
H -3.779 -0.731 4.069
H 2.167 -2.864 0.495
O 0.022 -4.079 4.030
H 0.869 -4.295 4.433
H 0.222 -3.813 3.127
O -2.506 2.565 -2.708
H -2.611 2.477 -1.755
H -1.569 2.365 -2.917
O 0.162 2.403 -3.028
H 0.455 2.777 -3.875
H 0.350 3.211 -2.522
O 3.652 -1.977 3.509
H 3.179 -1.340 2.937
H 3.294 -2.781 3.106
O 3.317 0.620 5.673
H 3.695 -0.259 5.558
H 2.503 0.540 6.178
O -5.455 -2.993 1.103
H -5.134 -3.655 0.498
H -5.581 -2.189 0.594
O 0.760 -0.097 4.634
H 1.196 -0.350 3.810
H 0.554 0.827 4.737
*
```

Here are the Löwdin charges for atoms 1 to 2, given in e: atom 1 (H): -0.005, atom 2 (H): 0.026

***

No. 4
Here is a structure of composition C32H23F12GeNO2Ti in a non-equilibrium geometry from OMol25. Energies are from ωB97M-V/def2-TZVPD.

Properties
<S²>: 0.873
LUMO energy (alpha / beta): -0.118 / -0.230 Eh
HOMO-LUMO gap (alpha / beta): 7.9 / 4.7 eV
maximum force: 3.22 eV/A

```
! wB97M-V def2-TZVPD RIJCOSX def2/J DEFGRID3
* xyz 1 2
Ti -0.084 0.362 0.284
C 5.339 -1.405 4.020
C 4.390 -1.004 2.944
C 4.755 -0.095 1.957
C 3.876 0.243 0.954
C 2.578 -0.289 0.919
N 1.703 0.038 -0.097
C 2.224 0.413 -1.331
C 3.248 -0.354 -1.907
C 3.746 -0.054 -3.154
C 3.278 1.048 -3.864
C 3.794 1.360 -5.226
C 2.260 1.812 -3.302
C 1.711 1.501 -2.063
C 0.392 2.148 -1.631
O 0.004 1.969 -0.327
C 0.263 3.676 -1.863
F 0.268 4.063 -3.139
F 1.242 4.327 -1.244
F -0.894 4.088 -1.339
C -0.654 1.391 -2.486
F -0.576 1.525 -3.790
F -1.904 1.644 -2.100
F -0.473 0.029 -2.219
C 2.167 -1.128 1.980
C 3.086 -1.501 2.948
C 0.685 -1.495 2.050
O -0.133 -0.411 1.826
C 0.257 -2.049 3.436
F -1.074 -2.061 3.514
F 0.682 -3.292 3.658
F 0.686 -1.279 4.432
C 0.336 -2.602 1.011
F 0.152 -2.044 -0.248
F -0.821 -3.203 1.265
F 1.273 -3.520 0.875
H 6.354 -1.096 3.791
H 5.322 -2.482 4.154
H 5.054 -0.952 4.968
H 5.734 0.357 1.986
H 4.168 0.951 0.193
H 3.614 -1.215 -1.364
H 4.498 -0.691 -3.598
H 4.721 0.830 -5.419
H 3.952 2.427 -5.352
H 3.066 1.053 -5.976
H 1.876 2.644 -3.869
H 2.816 -2.170 3.748
Ge -2.494 -0.315 0.039
C -3.444 -1.676 1.104
C -3.923 -2.803 0.438
C -4.671 -3.747 1.113
C -4.917 -3.584 2.468
C -4.444 -2.463 3.134
C -3.699 -1.513 2.462
C -2.985 1.501 0.700
C -4.023 2.201 0.094
C -4.452 3.405 0.625
C -3.835 3.920 1.754
C -2.775 3.246 2.343
C -2.336 2.044 1.810
H -3.161 -0.518 -1.359
H -3.710 -2.922 -0.618
H -5.050 -4.610 0.587
H -5.476 -4.333 3.007
H -4.651 -2.338 4.185
H -3.314 -0.650 2.993
H -4.499 1.792 -0.788
H -5.264 3.940 0.156
H -4.178 4.849 2.182
H -2.297 3.657 3.220
H -1.497 1.517 2.284
*
```

Here are the Löwdin charges for atoms 1 to 2, given in e: atom 1 (Ti): 0.920, atom 2 (C): -0.026

***

| no. | E (hartree) |
| --- | --- |
| 1 | -746.97383 |
| 2 | -1376.77356 |
| 3 | -3057.46686 |
| 4 | -5563.05202 |